# 1
The following is a DFT calculation (wB97M-V/def2-TZVPD) of 10 unconnected molecules or ions with the total composition C21H57ClN5O11S in a non-equilibrium geometry.

XYZ file:
```
96
Properties=species:S:1:pos:R:3:lowdin_charge:R:1
Cl 7.02 -3.42 0.51 0.598
S -0.77 0.34 1.39 0.905
O -3.12 6.44 5.05 -0.132
O -1.01 -2.37 1.29 -0.071
O -7.04 0.26 -6.78 -0.132
O -3.22 -3.32 -4.10 -0.140
O -8.43 1.18 -1.38 -0.133
O 5.10 -1.01 -1.89 -0.125
O -5.01 1.96 -0.17 -0.127
O -1.64 -1.91 4.82 -0.133
O -5.30 0.52 -3.70 -0.132
O -5.41 4.88 3.60 -0.133
O 8.11 -3.66 -3.28 -0.140
N 4.12 0.25 -0.10 -0.025
N -2.76 -2.76 -0.20 0.000
N -2.67 -1.38 -0.14 0.049
N 5.95 -0.57 1.23 0.143
N 6.46 0.65 -0.89 0.115
C 6.33 -0.26 -2.07 -0.147
C 5.60 0.10 0.14 -0.218
C -8.20 2.25 -0.46 -0.168
C -4.58 -0.61 -3.22 -0.157
C -7.20 -1.08 -6.36 -0.168
C -2.78 -2.75 4.73 -0.157
C 3.87 1.71 0.14 -0.160
C -1.59 -1.19 0.77 -0.534
C 1.01 0.13 0.81 -0.456
C 9.53 -2.30 1.38 -0.101
C 7.39 -0.80 1.54 -0.172
C -2.87 7.24 6.19 -0.146
C -1.78 -3.38 0.64 -0.069
C 2.04 0.74 1.88 -0.246
C 8.10 -1.95 0.69 -0.675
C -5.57 3.54 4.03 -0.171
C 2.78 2.03 1.27 -0.173
C 4.01 -0.09 -1.58 -0.122
C -2.21 -3.69 -5.03 -0.156
C 8.81 -4.79 -2.79 -0.156
C -4.10 2.33 0.85 -0.159
H -2.22 6.70 6.89 0.077
H 7.54 -1.05 2.66 0.157
H -6.53 0.71 -6.09 0.058
H -1.61 -4.49 0.76 0.145
H 1.39 1.13 2.76 0.107
H -3.81 -0.88 -3.95 0.067
H -3.82 7.47 6.68 0.084
H -2.26 6.25 4.64 0.082
H 10.26 -2.53 0.52 0.097
H 7.93 0.21 1.40 0.146
H 7.43 0.82 -0.59 0.133
H -4.58 3.07 4.15 0.072
H -3.23 -2.84 5.72 0.082
H -4.73 1.11 -0.51 0.059
H 3.57 2.30 -0.80 0.135
H 5.26 -0.95 1.90 0.187
H 9.91 -1.33 1.86 0.088
H 9.29 -4.55 -1.84 0.062
H -6.12 3.51 4.97 0.077
H 1.17 -1.01 0.79 0.087
H 7.44 -3.43 -2.62 0.037
H -3.51 -2.31 4.05 0.077
H -9.16 2.67 -0.14 0.076
H -2.39 8.17 5.89 0.078
H -1.27 -1.85 3.93 0.040
H 3.23 2.63 2.13 0.114
H 1.97 2.70 0.80 0.124
H -7.59 3.02 -0.94 0.076
H 8.12 -5.62 -2.66 0.083
H -7.76 -1.62 -7.12 0.076
H 7.17 -1.04 -2.07 0.127
H -4.39 3.29 1.27 0.076
H 8.37 -1.61 -0.38 0.091
H -5.26 -1.46 -3.09 0.084
H 4.86 2.20 0.50 0.131
H -3.09 2.40 0.43 0.057
H 4.17 0.82 -2.25 0.142
H -2.19 -4.78 -5.14 0.076
H -4.10 -0.37 -2.27 0.044
H -4.91 5.34 4.29 0.040
H -7.67 1.85 0.41 0.068
H -7.74 -1.11 -5.41 0.074
H -5.97 0.73 -3.04 0.067
H 6.39 0.27 -3.08 0.160
H -4.12 1.57 1.65 0.073
H -8.90 1.56 -2.14 0.077
H -6.13 2.99 3.27 0.072
H 3.01 -0.57 -1.82 0.157
H 2.79 -0.04 2.23 0.097
H -2.43 -3.23 -6.00 0.081
H -2.99 -3.73 -3.26 0.069
H -6.21 -1.55 -6.24 0.072
H 9.58 -5.07 -3.51 0.085
H -1.23 -3.33 -4.68 0.071
H 9.45 -3.18 2.11 0.092
H 1.15 0.56 -0.24 0.081
H -2.49 -3.74 4.38 0.074
```

The value obtained for the frontier orbital gap is 6.48 eV. As for the spin multiplicity: 1. As for the total charge: +1.

=====

# 2
The following is a DFT calculation (wB97M-V/def2-TZVPD) of a gas-phase ion, H4NO2P2 (charge -1) in a non-equilibrium geometry.

XYZ file:
```
9
Properties=species:S:1:pos:R:3:mulliken_spin:R:1
P 0.46 -0.07 0.58 0.156
P -1.31 0.81 -0.32 1.660
O 1.47 0.99 0.46 0.149
O 0.33 -0.75 1.89 0.088
N 0.62 -1.13 -0.75 0.047
H -1.18 2.06 -0.03 -0.044
H 1.41 -1.78 -0.79 -0.024
H -2.20 0.61 0.64 -0.062
H 0.41 -0.74 -1.68 0.030
```

The value obtained for the frontier orbital gap (spin up / spin down) is 3.66 / 6.32 eV. As for the spin multiplicity: 3. The calculation puts the relative energy (zero: lowest compared OMol25 entry of this formula, charge and spin) at 19.5 kcal per mole. As for the total charge: -1.

=====

# 3
The following is a DFT calculation (wB97M-V/def2-TZVPD) of a single C13H14NP molecule in a non-equilibrium geometry.

XYZ file:
```
29
Properties=species:S:1:pos:R:3:mulliken_spin:R:1
P -0.56 -0.73 0.89 0.028
N -1.74 -2.21 0.57 1.024
C 3.37 -1.75 -1.09 0.340
C -2.96 2.41 0.01 0.004
C 3.27 -0.61 -0.35 -0.183
C -1.18 0.90 0.19 0.072
C 1.08 -2.14 -0.76 0.286
C -1.22 2.39 -1.66 -0.012
C -2.36 2.99 -1.11 0.013
C -0.61 1.40 -1.00 0.006
C -0.14 -0.35 2.55 0.090
C 0.99 -1.14 0.17 0.091
C -2.35 1.36 0.66 0.012
C 2.29 -2.51 -1.37 -0.138
C 2.10 -0.27 0.26 0.295
H 2.05 0.57 0.81 0.054
H 4.20 -1.81 -1.65 0.056
H 0.51 -1.25 2.86 -0.017
H -0.98 2.67 -2.64 0.000
H 2.42 -3.26 -2.09 -0.019
H 4.16 0.01 -0.11 -0.009
H -2.63 3.78 -1.75 0.002
H 0.21 -2.94 -0.76 0.026
H -1.05 -0.36 3.08 -0.005
H -3.92 2.70 0.53 0.000
H 0.24 0.88 -1.42 0.003
H -3.01 0.83 1.49 0.005
H -2.72 -1.87 0.94 -0.031
H 0.56 0.32 2.74 0.010
```

The value obtained for the frontier orbital gap (spin up / spin down) is 3.67 / 5.95 eV. As for the spin multiplicity: 3. As for the total charge: 0.

=====

# 4
The following is a DFT calculation (wB97M-V/def2-TZVPD) of 2 unconnected molecules or ions with the total composition C5H12NO in a non-equilibrium geometry.

XYZ file:
```
19
Properties=species:S:1:pos:R:3:lowdin_charge:R:1
O 1.46 -2.10 -2.40 -0.050
N -0.33 -0.71 -0.25 0.087
C 0.44 0.31 0.36 -0.257
C -1.59 1.49 1.34 -0.089
C -1.52 -0.82 -0.78 0.216
C -0.07 1.41 1.32 -0.166
C 1.77 0.12 0.25 0.135
H -1.95 2.44 1.75 0.092
H -2.20 0.72 1.79 0.084
H 0.36 0.97 2.23 0.128
H 0.51 2.30 1.11 0.123
H 2.15 -2.31 -1.74 0.053
H 2.43 0.60 0.96 0.103
H -1.79 -1.83 -1.03 0.130
H -2.20 0.02 -0.79 0.105
H 1.80 -2.19 -3.29 0.058
H 0.29 -1.39 -0.68 0.123
H -1.77 1.57 0.24 0.069
H 2.22 -0.60 -0.40 0.056
```

The value obtained for the frontier orbital gap is 8.58 eV. As for the spin multiplicity: 1. The calculation puts the relative energy (zero: lowest compared OMol25 entry of this formula, charge and spin) at 52.0 kcal per mole. As for the total charge: +1.

=====

# 5
The following is a DFT calculation (wB97M-V/def2-TZVPD) of a molecular structure, C37H30IrN2O4Te.

XYZ file:
```
75
Properties=species:S:1:pos:R:3:mulliken_spin:R:1
Ir 0.94 0.81 -1.39 2.392
Te 2.18 -2.83 -0.83 0.980
O -1.12 3.73 2.33 0.004
O 2.75 -0.61 -2.06 0.110
O 2.28 1.27 -3.05 0.034
O -0.28 1.13 0.15 0.261
N 1.69 -1.33 0.51 0.064
N -0.68 -0.69 -1.84 0.254
C 1.98 5.35 0.02 0.015
C -1.94 -0.57 -1.56 -0.039
C -0.21 -1.81 -2.64 0.015
C 0.64 -2.88 2.33 -0.012
C 4.80 -1.65 1.11 0.059
C -3.45 2.78 0.54 -0.006
C -1.58 1.39 -0.06 0.070
C -4.35 1.91 -0.07 0.018
C 2.99 0.26 -2.98 0.019
C 0.98 4.81 0.82 -0.002
C 1.98 5.12 -1.35 -0.009
C 6.11 -1.85 1.50 -0.023
C -3.83 0.81 -0.74 -0.009
C 1.02 -1.68 1.73 0.132
C -2.09 2.54 0.52 0.001
C 2.49 -0.91 1.64 0.371
C -4.76 -3.43 -3.04 0.001
C 1.15 -0.54 3.91 0.116
C 4.29 -0.76 3.30 0.103
C -3.29 -2.66 -1.30 0.003
C -1.09 3.48 1.15 -0.015
C -4.39 -2.34 -3.82 0.000
C -0.03 4.04 0.25 -0.032
C -4.21 -3.59 -1.78 -0.001
C 0.30 -3.00 -1.82 -0.027
C 3.85 -1.14 2.01 -0.035
C 1.28 -0.42 2.46 -0.105
C 0.97 4.37 -1.93 0.017
C -2.45 0.54 -0.77 -0.093
C -3.47 -1.41 -3.35 -0.003
C 0.79 -1.71 4.48 -0.020
C -2.92 -1.58 -2.09 0.002
C 0.51 -2.88 3.70 0.138
C 6.50 -1.53 2.79 0.105
C -5.84 2.15 -0.03 -0.002
C 5.60 -0.97 3.68 -0.045
C -0.04 3.84 -1.13 0.096
H 0.59 -1.46 -3.30 -0.014
H 0.19 -3.78 4.20 0.005
H 0.66 -1.77 5.55 0.003
H -6.08 3.09 0.46 0.000
H 6.83 -2.24 0.79 0.000
H -3.82 3.68 1.03 0.001
H 4.55 -1.84 0.07 0.009
H 7.53 -1.69 3.10 0.003
H -1.00 -2.22 -3.28 0.001
H 1.23 0.36 4.51 -0.002
H 0.95 4.21 -3.00 0.000
H -2.89 -2.76 -0.29 0.002
H 0.84 0.48 2.01 0.067
H 2.76 5.95 0.47 0.001
H 2.76 5.54 -1.97 0.000
H 3.82 0.11 -3.67 0.000
H 0.97 4.98 1.88 0.000
H -4.83 -2.21 -4.81 0.000
H 0.46 -3.78 1.75 0.005
H -4.51 0.15 -1.26 0.000
H 3.60 -0.30 3.99 0.001
H -6.26 2.19 -1.04 0.001
H 5.91 -0.68 4.68 0.000
H -6.35 1.35 0.50 0.002
H -0.88 3.33 -1.61 -0.018
H 0.52 -3.84 -2.48 -0.022
H -4.50 -4.43 -1.16 0.000
H -5.48 -4.14 -3.41 0.000
H -0.43 -3.33 -1.08 0.053
H -3.19 -0.56 -3.96 0.000
```

The value obtained for the frontier orbital gap (spin up / spin down) is 6.03 / 4.10 eV. As for the spin multiplicity: 6. The calculation puts the relative energy (zero: lowest compared OMol25 entry of this formula, charge and spin) at 0.0 kcal per mole. As for the total charge: +2.

=====

# 6
The following is a DFT calculation (wB97M-V/def2-TZVPD) of 6 unconnected molecules or ions with the total composition C3H14O5 in a non-equilibrium geometry.

XYZ file:
```
22
Properties=species:S:1:pos:R:3:lowdin_charge:R:1
O -0.60 1.27 0.12 -0.073
O -1.46 -0.92 -2.07 -0.309
O -3.55 1.07 -0.16 -0.117
O 0.69 0.18 -2.04 -0.129
O -1.12 -1.37 1.08 -0.079
C 1.46 0.94 1.96 0.145
C 2.12 0.17 0.95 -0.174
C 2.03 -1.16 0.42 0.198
H 1.39 -1.88 0.91 0.086
H 3.00 -1.45 0.01 0.106
H -2.59 1.28 -0.13 -0.007
H -1.90 -1.26 -2.90 -0.015
H 0.29 1.37 0.56 -0.001
H 1.24 -0.49 -1.54 0.018
H 2.75 0.84 0.37 0.113
H -3.61 0.48 -0.98 0.055
H 1.95 1.92 1.96 0.101
H -0.66 -0.53 1.16 -0.025
H -1.76 -1.52 0.35 0.047
H 0.90 0.55 2.86 0.128
H -0.38 0.88 -0.73 -0.001
H -0.18 -0.35 -2.18 -0.069
```

The value obtained for the frontier orbital gap is 3.66 eV. As for the spin multiplicity: 1. The calculation puts the relative energy (zero: lowest compared OMol25 entry of this formula, charge and spin) at 174.5 kcal per mole. As for the total charge: 0.

=====

Question: Among the records above, which one has the lowest total charge?
Answer: H4NO2P2

=====

Question: The lowest total charge belongs to which entry?
Answer: H4NO2P2

=====

Question: Which of these has the lowest total charge?
Answer: H4NO2P2